i) Molecular formula: C5H15NO
Method: DFT, ωB97M-V/def2-TZVPD

Calculated values
- Kohn-Sham gap: 8.967 eV
- HOMO energy: -8.1 eV
- SMILES: CCN(C)CC.O
- Net charge: 0
- Multiplicity: 1

Element x y z (Å)
H  0.186  -0.615  0.953
H  -0.049  2.012  1.504
H  2.428  0.655  -0.021
H  1.986  1.623  -1.400
C  1.613  1.293  -0.441
H  -1.620  1.967  0.858
C  0.839  -0.233  -3.076
H  -3.139  -1.953  4.725
C  0.754  -0.621  -1.583
O  -2.505  -2.411  4.156
H  1.724  -1.081  -1.319
C  -0.839  1.313  1.241
H  -0.092  0.286  -3.345
H  0.038  -1.440  -1.489
H  -2.764  -3.338  4.095
C  -0.427  0.118  0.401
N  0.423  0.514  -0.742
H  0.892  -1.034  -3.811
H  -1.237  0.861  2.158
H  1.605  0.512  -3.221
H  -1.270  -0.461  0.026
H  1.454  2.035  0.329

Löwdin population analysis, charges in e, atoms 1 to 6: atom 1 (H): 0.117, atom 2 (H): 0.052, atom 3 (H): 0.090, atom 4 (H): 0.072, atom 5 (C): -0.091, atom 6 (H): 0.074

***

ii) Molecular formula: C5H15NO
Method: DFT, ωB97M-V/def2-TZVPD

Calculated values
- Kohn-Sham gap: 10.455 eV
- HOMO energy: -9.6 eV
- SMILES: CCCCCN.O
- Net charge: 0
- Multiplicity: 1

Element x y z (Å)
H  -2.140  -0.984  -0.608
C  0.224  0.534  1.453
H  -1.359  1.723  2.438
C  -1.433  -0.179  -0.401
H  0.164  1.684  3.315
C  -0.665  0.322  -1.592
H  2.813  -1.021  -2.681
H  -0.811  0.261  3.326
H  0.897  -0.989  -1.668
C  -0.511  1.088  2.693
H  -1.347  0.807  -2.286
H  0.352  1.350  0.759
H  1.165  0.099  1.777
O  3.559  -0.846  -2.085
H  3.221  -0.182  -1.473
H  -1.246  -0.971  1.594
H  -2.136  0.558  0.022
N  0.141  -0.679  -2.253
H  0.025  1.059  -1.207
H  0.023  -1.491  0.565
H  -0.362  -1.528  -2.493
C  -0.576  -0.615  0.806

Löwdin population analysis, charges in e, atoms 1 to 6: atom 1 (H): 0.105, atom 2 (C): -0.249, atom 3 (H): 0.072, atom 4 (C): -0.221, atom 5 (H): 0.067, atom 6 (C): -0.294

***

iii) Molecular formula: C5H15NO
Method: DFT, ωB97M-V/def2-TZVPD

Calculated values
- Kohn-Sham gap: 9.398 eV
- HOMO energy: -8.6 eV
- SMILES: CCCN(C)C.O
- Net charge: 0
- Multiplicity: 1

Element x y z (Å)
C  -0.752  -1.166  0.759
C  -2.134  -1.863  0.796
H  2.680  0.396  -0.242
H  -1.413  0.302  -0.597
H  -2.216  -2.723  0.110
N  0.678  0.398  -0.683
H  -0.706  -0.512  1.652
H  1.194  0.213  -2.776
H  0.767  2.866  1.582
H  1.693  -0.674  0.802
O  0.538  3.492  2.306
H  -0.056  1.399  -2.286
H  -2.291  -2.219  1.828
H  0.023  -1.948  0.875
C  -0.541  -0.378  -0.550
C  0.923  0.968  -2.018
H  2.083  -1.170  -0.874
H  -2.930  -1.139  0.549
H  -0.619  -1.086  -1.397
C  1.833  -0.311  -0.230
H  1.678  1.771  -2.035
H  -0.433  3.385  2.427

Löwdin population analysis, charges in e, atoms 1 to 6: atom 1 (C): -0.262, atom 2 (C): -0.119, atom 3 (H): 0.089, atom 4 (H): 0.119, atom 5 (H): 0.074, atom 6 (N): -0.300

***

iv) Molecular formula: C5H15NO
Method: DFT, ωB97M-V/def2-TZVPD

Calculated values
- Kohn-Sham gap: 10.739 eV
- HOMO energy: -9.7 eV
- SMILES: CCC[C@@H](C)N.O
- Net charge: 0
- Multiplicity: 1

Element x y z (Å)
C  -0.306  -2.310  -0.572
C  -1.163  0.072  -0.766
H  -0.499  -2.641  -1.541
H  0.901  1.788  1.343
N  0.158  1.208  0.938
H  -2.411  -1.556  0.024
H  -0.422  3.009  -1.400
H  0.540  1.928  -2.349
H  1.097  -0.228  1.605
H  1.261  2.788  -1.096
C  0.341  2.241  -1.354
H  -1.125  -0.073  -1.832
H  1.392  -1.576  2.320
H  -0.719  1.589  1.182
C  -1.431  -1.255  0.012
H  -2.019  0.711  -0.499
H  1.103  0.325  -0.745
H  -0.097  -3.245  0.058
C  0.254  0.969  -0.508
H  0.508  -1.696  -0.540
O  1.800  -0.853  1.878
H  -1.182  -1.065  1.012

Löwdin population analysis, charges in e, atoms 1 to 6: atom 1 (C): -0.059, atom 2 (C): -0.139, atom 3 (H): 0.034, atom 4 (H): 0.101, atom 5 (N): -0.006, atom 6 (H): 0.059

***

Last place for stability: iv)

***

i) Molecular formula: C5H15NO
Method: DFT, ωB97M-V/def2-TZVPD

Calculated values
- Kohn-Sham gap: 10.308 eV
- HOMO energy: -9.3 eV
- SMILES: CNCC(C)C.O
- Net charge: 0
- Multiplicity: 1

Element x y z (Å)
C  -1.935  0.084  -2.026
H  1.081  0.101  2.231
H  0.430  0.955  0.871
C  1.994  -1.968  -0.031
H  1.765  -2.731  -0.781
H  -0.040  -1.623  0.791
N  -1.170  -0.035  -0.786
C  0.810  -1.103  0.332
H  0.215  -1.418  -1.756
H  0.797  0.245  -1.314
H  0.037  3.012  2.008
H  -2.387  1.068  -2.144
H  2.444  -2.471  0.837
H  -1.617  -0.738  -0.196
H  2.146  0.503  0.931
C  0.179  -0.611  -1.020
H  -1.354  -0.202  -2.917
O  -0.919  2.907  2.099
H  2.779  -1.337  -0.460
H  -2.720  -0.666  -2.088
C  1.121  0.153  1.129
H  -1.168  2.236  1.439

Löwdin population analysis, charges in e, atoms 1 to 6: atom 1 (C): -0.137, atom 2 (H): 0.085, atom 3 (H): 0.036, atom 4 (C): -0.089, atom 5 (H): 0.074, atom 6 (H): 0.128

***

ii) Molecular formula: C5H15NO
Method: DFT, ωB97M-V/def2-TZVPD

Calculated values
- Kohn-Sham gap: 9.540 eV
- HOMO energy: -8.7 eV
- SMILES: CC(C)N(C)C.O
- Net charge: 0
- Multiplicity: 1

Element x y z (Å)
N  -0.172  0.015  1.201
H  0.914  -0.270  -0.413
C  -1.506  0.391  1.641
H  -1.462  0.508  2.745
H  -1.420  1.677  -0.893
H  -0.807  -2.191  -0.263
H  1.877  0.476  1.280
C  -0.168  -0.082  -0.305
H  1.888  -1.848  -1.771
C  -0.791  -1.304  -0.892
H  0.850  0.920  2.677
H  0.897  1.943  1.178
H  -1.825  -1.291  -1.281
H  0.337  1.935  -1.085
H  -0.744  0.986  -2.154
O  2.845  -1.963  -1.746
H  3.192  -1.430  -1.044
C  -0.465  1.195  -1.113
C  0.934  0.905  1.594
H  -1.758  1.357  1.186
H  -2.215  -0.395  1.362
H  -0.401  -1.535  -1.904

Löwdin population analysis, charges in e, atoms 1 to 6: atom 1 (N): -0.241, atom 2 (H): 0.100, atom 3 (C): -0.100, atom 4 (H): 0.090, atom 5 (H): 0.067, atom 6 (H): 0.083

***

Last place for stability: ii)

***

i) Molecular formula: C2H2O2S2
Method: DFT, ωB97M-V/def2-TZVPD

Calculated values
- Kohn-Sham gap: 8.470 eV
- HOMO energy: -9.3 eV
- Net charge: 0
- Multiplicity: 1

Element x y z (Å)
H  0.097  1.285  -0.419
C  0.827  -0.573  0.142
C  0.850  0.699  -0.170
S  2.669  1.033  -0.458
O  3.266  1.935  0.531
H  -0.168  -1.937  -0.229
O  2.851  -2.044  -0.511
S  2.465  -1.104  0.494

Löwdin population analysis, charges in e, atoms 1 to 6: atom 1 (H): 0.015, atom 2 (C): -0.433, atom 3 (C): -0.342, atom 4 (S): 0.855, atom 5 (O): -0.564, atom 6 (H): 0.252

***

ii) Molecular formula: C2H2O2S2
Method: DFT, ωB97M-V/def2-TZVPD

Calculated values
- Kohn-Sham gap: 7.829 eV
- HOMO energy: -9.1 eV
- SMILES: OC(=S)C(O)=S
- Net charge: 0
- Multiplicity: 1

Element x y z (Å)
O  -0.407  -1.761  0.266
H  0.771  2.229  0.398
C  0.391  0.417  -0.156
S  -2.386  0.041  -0.380
O  0.060  1.591  0.203
H  0.611  -1.812  0.093
C  -0.846  -0.438  -0.016
S  1.806  -0.267  -0.408

Löwdin population analysis, charges in e, atoms 1 to 6: atom 1 (O): -0.115, atom 2 (H): 0.150, atom 3 (C): -0.925, atom 4 (S): 0.759, atom 5 (O): 0.042, atom 6 (H): 0.023

***

iii) Molecular formula: C2H2O2S2
Method: DFT, ωB97M-V/def2-TZVPD

Calculated values
- Kohn-Sham gap: 9.004 eV
- HOMO energy: -9.6 eV
- SMILES: O=C(S)C(O)=S
- Net charge: 0
- Multiplicity: 1

Element x y z (Å)
C  0.731  0.083  -0.847
C  0.036  -0.591  0.314
O  1.759  -0.321  -1.335
S  -0.545  -2.094  0.334
O  -0.162  0.200  1.329
H  -0.587  -0.293  2.052
S  -0.318  1.396  -1.504
H  -0.914  1.620  -0.344

Löwdin population analysis, charges in e, atoms 1 to 6: atom 1 (C): -0.751, atom 2 (C): -0.930, atom 3 (O): 0.056, atom 4 (S): 0.790, atom 5 (O): -0.011, atom 6 (H): 0.114

***

iv) Molecular formula: C2H2O2S2
Method: DFT, ωB97M-V/def2-TZVPD

Calculated values
- Kohn-Sham gap (alpha / beta): 7.400 / 7.408 eV
- HOMO energy (alpha / beta): -9.6 / -9.6 eV
- SMILES: O=S(=O)=C1CS1
- Net charge: 0
- Multiplicity: 1

Element x y z (Å)
H  0.665  -0.102  -0.175
O  0.753  -3.178  -0.467
H  -0.880  0.256  0.779
C  -0.943  -1.184  -0.977
O  -0.517  -3.288  -2.580
S  -1.026  0.469  -1.763
S  0.146  -2.513  -1.585
C  -0.359  -0.092  -0.177

Löwdin population analysis, charges in e, atoms 1 to 6: atom 1 (H): 0.031, atom 2 (O): -0.345, atom 3 (H): 0.114, atom 4 (C): -0.527, atom 5 (O): -0.345, atom 6 (S): 0.832

***

Last place for stability: i)

***

i) Molecular formula: C2H5ClN2O2
Method: DFT, ωB97M-V/def2-TZVPD

Calculated values
- Kohn-Sham gap: 9.372 eV
- HOMO energy: -9.2 eV
- Net charge: 0
- Multiplicity: 1

Element x y z (Å)
H  0.736  -0.055  -2.695
H  1.612  -0.061  -1.160
H  -0.993  0.906  3.355
N  -0.660  0.140  1.657
C  -0.469  -0.360  -0.983
O  -0.325  0.298  3.014
N  0.129  -0.499  0.991
C  0.691  0.270  -1.651
H  -0.596  -1.428  -1.118
O  1.196  -1.052  1.131
H  0.628  1.355  -1.617
Cl  -1.950  0.485  -0.924

Löwdin population analysis, charges in e, atoms 1 to 6: atom 1 (H): 0.089, atom 2 (H): 0.081, atom 3 (H): 0.090, atom 4 (N): -0.045, atom 5 (C): -0.592, atom 6 (O): -0.021

***

ii) Molecular formula: C2H5ClN2O2
Method: DFT, ωB97M-V/def2-TZVPD

Calculated values
- Kohn-Sham gap (alpha / beta): 9.106 / 8.025 eV
- HOMO energy (alpha / beta): -9.7 / -9.3 eV
- Net charge: 0
- Multiplicity: 1

Element x y z (Å)
H  -1.619  0.337  0.345
C  0.315  -0.357  -0.276
H  -0.290  1.336  0.943
N  1.987  -0.579  2.591
Cl  -0.625  -1.941  2.107
N  -0.666  -0.296  2.044
O  1.915  -1.751  2.745
H  0.374  0.258  -1.172
C  -0.598  0.302  0.753
H  1.319  -0.466  0.132
O  2.810  0.262  2.691
H  -0.060  -1.339  -0.554

Löwdin population analysis, charges in e, atoms 1 to 6: atom 1 (H): 0.115, atom 2 (C): -0.128, atom 3 (H): 0.109, atom 4 (N): -0.242, atom 5 (Cl): 0.691, atom 6 (N): -0.439

***

Last place for stability: ii)

***

i) Molecular formula: C14H26Br12Cl6
Method: DFT, ωB97M-V/def2-TZVPD

Calculated values
- Kohn-Sham gap: 10.054 eV
- HOMO energy: -9.8 eV
- SMILES: ClC(Cl)Cl.ClC(Cl)Cl.BrCCBr.BrCCBr.BrCCBr.BrCCBr.BrCCBr.BrCCBr
- Net charge: 0
- Multiplicity: 1

Element x y z (Å)
C  0.986  1.624  0.423
Br  3.660  5.736  -1.958
H  -2.339  0.456  -1.676
C  -3.185  3.561  4.289
C  5.640  -0.150  -0.699
H  3.641  -3.785  2.221
C  1.826  -3.268  1.151
H  -4.479  0.640  -3.834
H  -0.779  0.492  0.970
Br  1.721  2.360  -4.507
C  -3.153  -2.280  2.633
H  3.345  3.309  -2.126
Br  -1.025  -2.354  -0.513
H  1.690  4.002  -2.276
Br  -2.056  2.863  1.752
C  -1.915  2.976  3.728
Br  -4.730  0.855  -0.860
Br  -3.390  3.127  6.224
H  0.846  2.598  0.892
Br  -2.121  1.327  -4.767
H  2.051  1.401  0.358
C  2.732  4.084  -2.586
H  0.995  -2.591  1.347
Cl  6.755  1.212  -0.267
C  -0.953  -5.076  -1.432
H  -1.963  -3.488  -2.518
H  2.381  4.863  -4.651
C  2.779  4.015  -4.093
Br  0.284  1.795  -1.423
H  3.199  -2.003  2.422
H  3.730  3.996  -4.625
H  6.286  -1.025  -0.629
C  0.308  0.429  1.025
C  -1.878  -3.874  -1.502
Cl  5.083  0.037  -2.409
Br  1.798  -3.424  4.009
C  -3.459  0.426  -3.514
H  1.367  -4.256  1.167
H  -3.269  -0.647  -3.553
Br  0.863  0.332  2.919
Cl  -2.683  -0.535  2.871
Br  -1.636  -6.459  -2.668
H  -2.808  -4.181  -1.024
H  -1.813  1.913  3.947
H  -3.154  4.649  4.232
C  -3.185  0.991  -2.107
Cl  -1.795  -3.426  2.824
H  -4.150  3.279  3.868
Br  2.588  -2.770  -0.612
H  0.746  -0.470  0.591
H  -2.870  2.035  -2.107
H  -0.837  -5.497  -0.434
Cl  4.277  -0.199  0.432
Cl  -4.031  -2.539  1.091
H  0.077  -4.937  -1.763
H  -3.880  -2.546  3.401
H  -0.977  3.429  4.047
C  2.858  -3.031  2.296

Löwdin population analysis, charges in e, atoms 1 to 6: atom 1 (C): -0.662, atom 2 (Br): 0.571, atom 3 (H): -0.014, atom 4 (C): -0.663, atom 5 (C): -1.450, atom 6 (H): 0.055

***

ii) Molecular formula: C14H26Br12Cl6
Method: DFT, ωB97M-V/def2-TZVPD

Calculated values
- Kohn-Sham gap: 10.128 eV
- HOMO energy: -10.0 eV
- SMILES: ClC(Cl)Cl.ClC(Cl)Cl.BrCCBr.BrCCBr.BrCCBr.BrCCBr.BrCCBr.BrCCBr
- Net charge: 0
- Multiplicity: 1

Element x y z (Å)
C  4.870  16.705  -0.778
Cl  8.174  21.173  3.398
Br  0.528  17.051  0.031
Br  3.296  21.799  8.335
Br  0.724  17.480  7.723
H  1.872  24.255  1.188
C  7.557  15.859  4.979
C  2.842  23.933  0.808
H  1.575  21.350  6.503
H  3.355  22.888  5.332
C  6.364  16.519  -1.118
Br  6.736  17.680  4.949
Cl  4.079  21.458  2.945
Br  4.306  14.794  6.469
C  7.704  22.647  4.210
Br  3.869  15.300  -1.726
Br  8.159  13.365  3.822
Cl  7.344  24.017  3.090
H  7.055  15.355  5.805
H  1.501  15.187  7.101
H  6.595  15.455  -1.152
C  1.997  15.994  7.640
Cl  3.456  19.190  4.538
H  3.491  23.648  1.636
C  3.606  24.976  0.096
H  5.607  19.887  3.764
H  3.169  25.400  -0.809
C  7.316  15.132  3.690
Br  -0.190  19.562  -2.441
H  7.862  15.647  2.899
H  0.952  19.646  0.250
Cl  4.632  18.789  1.918
H  6.607  16.815  -2.139
H  4.576  24.580  -0.203
H  2.377  18.724  0.392
C  1.904  22.263  6.999
H  1.033  22.694  7.493
C  3.263  16.424  7.060
C  1.442  18.767  -0.168
Br  3.731  26.629  1.204
C  1.607  19.043  -1.684
Br  2.524  22.433  -0.369
H  8.633  15.963  5.112
H  6.267  15.169  3.395
C  4.611  19.835  3.325
C  2.541  23.224  5.975
H  2.080  15.655  8.672
H  2.261  19.892  -1.882
H  8.510  22.954  4.878
Cl  6.303  22.406  5.278
H  2.927  24.074  6.538
H  3.779  17.039  7.797
Br  1.081  24.017  4.901
H  4.745  16.441  0.272
H  2.043  18.173  -2.174
H  3.124  17.043  6.173
H  4.482  17.696  -1.014
Br  7.526  17.519  0.131

Löwdin population analysis, charges in e, atoms 1 to 6: atom 1 (C): -0.693, atom 2 (Cl): 0.564, atom 3 (Br): 0.602, atom 4 (Br): 0.576, atom 5 (Br): 0.619, atom 6 (H): 0.057

***

Last place for stability: i)

***

i) Molecular formula: C5H8N3
Method: DFT, ωB97M-V/def2-TZVPD

Calculated values
- Kohn-Sham gap: 9.609 eV
- HOMO energy: -13.2 eV
- SMILES: C=Cn1cc[nH]c1=[NH2+]
- Net charge: +1
- Multiplicity: 1

Element x y z (Å)
C  -1.847  -1.004  0.206
N  -1.587  -0.335  -0.976
H  1.284  -0.394  2.491
N  0.206  0.135  0.144
C  -0.816  -0.824  1.038
H  0.592  1.898  -1.580
N  -0.154  1.243  -1.948
H  2.991  -0.025  1.900
H  -0.601  1.417  -2.835
H  -0.375  -1.174  1.949
C  -0.427  0.289  -1.034
H  -2.245  -0.663  -1.676
H  2.187  0.837  -0.218
H  -2.643  -1.747  0.297
C  1.472  0.376  0.540
C  1.964  -0.030  1.701

Löwdin population analysis, charges in e, atoms 1 to 6: atom 1 (C): -0.054, atom 2 (N): 0.116, atom 3 (H): 0.072, atom 4 (N): 0.041, atom 5 (C): 0.139, atom 6 (H): 0.154

***

ii) Molecular formula: C5H8N3
Method: DFT, ωB97M-V/def2-TZVPD

Calculated values
- Kohn-Sham gap: 9.127 eV
- HOMO energy: -12.8 eV
- SMILES: C=CCc1n[nH]c[nH+]1
- Net charge: +1
- Multiplicity: 1

Element x y z (Å)
C  1.714  0.506  -0.674
C  0.734  1.125  0.343
C  -0.470  0.251  0.400
H  2.186  -1.194  0.445
C  -2.365  -0.610  -0.211
N  -0.705  -0.686  1.256
C  2.542  -0.463  -0.275
H  3.566  -0.487  -0.625
H  0.462  2.139  0.057
H  1.633  0.873  -1.691
H  -2.304  -1.955  1.394
N  -1.490  0.346  -0.538
H  -1.527  1.008  -1.297
N  -1.909  -1.202  0.848
H  1.201  1.176  1.319
H  -3.270  -0.827  -0.751

Löwdin population analysis, charges in e, atoms 1 to 6: atom 1 (C): -0.155, atom 2 (C): -0.100, atom 3 (C): -0.289, atom 4 (H): 0.073, atom 5 (C): -0.026, atom 6 (N): 0.184

***

Last place for stability: ii)